Density functional theory data (the ωB97M-V functional and the def2-TZVPD basis) for the molecule C3H7NS.

Positions of all 12 atoms, in Å:
S 1.11843 -2.38854 0.92457
N 0.82207 0.25293 0.57548
C 0.36654 -1.01557 0.31263
C 0.22576 1.50624 0.13438
C -0.94582 -1.05807 -0.52972
H -0.73624 1.66845 0.61434
H 0.82269 2.38275 0.30665
H -1.11994 -0.02666 -0.83014
H 1.80818 0.34976 0.76670
H -1.75170 -1.46153 0.10876
H -0.68464 -1.70235 -1.38712
H 0.07465 1.49259 -0.99652

Atoms 1-3, force components in eV/Å:
S -0.5 1.2 -0.7
N 0.5 -0.2 -0.4
C -0.3 0.2 0.4

Properties
E_LUMO: 0.7 eV
Spin multiplicity: 1
Max |F|: 2.330 eV/Å
HOMO-LUMO gap: 8.9480 eV
Relative energy (zero: lowest compared OMol25 entry of this formula, charge and spin): 0.265 eV
DFT total energy: -571.4292 hartree

Mulliken population analysis, charges in e, atoms 1 to 5:
1 S -0.3177
2 N -0.1515
3 C 0.1739
4 C -0.9571
5 C -0.8116

***

Density functional theory data (the ωB97M-V functional and the def2-TZVPD basis) for C13H17Cl4IO6S as an isolated structure.

Positions of all 42 atoms, in Å:
I 1.64444 2.74174 -2.14754
Cl 1.95569 -2.00253 1.99505
Cl -3.56993 0.13306 1.38144
Cl -2.26825 -1.29230 -2.44216
Cl -0.80052 -2.68867 0.96572
S -1.56087 2.17209 -0.54540
O -0.93333 3.42749 -0.29872
O -1.20340 1.35046 0.86643
O -0.76425 1.20412 -1.62092
O 0.48187 -0.28224 -3.70675
O 2.42320 -1.07622 -2.99975
O -2.92233 2.43283 -0.85544
C -3.13980 -0.86309 -0.98739
C 1.27045 1.37267 -0.46142
C -2.49536 -0.34650 0.03785
C 0.07613 0.33691 -0.75889
C 3.63727 1.79198 0.44882
C -4.61978 -1.11688 -1.11411
C 0.71542 -0.92873 -1.34708
C -0.99268 -0.00263 0.32321
C -0.61829 -0.96952 1.48178
C 2.68123 0.76520 -0.21368
C 1.33344 -0.76887 -2.74533
C 0.54061 -0.52715 3.69623
C 0.76098 -0.64574 2.15480
H -0.14021 -1.34460 3.97212
H 1.18806 0.31202 1.85172
H 0.00771 -1.75720 -1.47908
H 1.07687 2.05139 0.37255
H -4.71340 -2.15414 -1.47242
H -5.16885 -1.06656 -0.17802
H 3.13330 0.51169 -1.17896
H -5.00422 -0.48071 -1.91812
H 3.21360 2.21292 1.36894
H 1.43826 -1.38826 -0.66773
H 0.27900 -0.99500 -4.33123
H 4.54522 1.23943 0.72631
H 2.69986 -0.14597 0.39319
H 3.94809 2.55899 -0.26462
H 0.07455 0.42545 3.97109
H -1.34021 -0.88853 2.29527
H 1.49226 -0.68382 4.20812

Atoms 1-3, force components in eV/Å:
I 0.0 -0.3 0.2
Cl 0.0 0.7 -0.4
Cl 0.7 -0.4 -0.2

Properties
E_LUMO: 0.1 eV
Spin multiplicity: 1
Max |F|: 3.686 eV/Å
HOMO-LUMO gap: 9.3317 eV
DFT total energy: -3493.5340 hartree

Mulliken population analysis, charges in e, atoms 1 to 5:
1 I 0.1959
2 Cl -0.1384
3 Cl -0.2035
4 Cl -0.1545
5 Cl -0.1137

***

Density functional theory data (the ωB97M-V functional and the def2-TZVPD basis) for the molecule C11H9FS2.

Positions of all 23 atoms, in Å:
S -2.71558 2.27947 -0.08268
S -2.45102 -1.61843 0.90568
F -3.09613 -0.70378 -1.37894
C -1.38502 3.29967 0.33278
C -0.39947 1.13096 0.14145
C -0.29550 -2.42873 -0.41774
C 2.77892 -0.20580 -0.65728
C 1.79036 -0.16956 0.50561
C 0.41839 -0.00458 0.00913
C -1.94311 -0.52474 -0.46734
C -0.46249 -0.96178 -0.52408
C -1.70561 0.90143 -0.15022
C -0.28454 2.52558 0.57375
C -1.23654 -2.89984 0.36660
H 0.56266 3.03645 0.99605
H -1.43992 -3.82980 0.66357
H 1.89629 0.63069 1.22980
H 3.89860 -0.13862 -0.42090
H 0.44365 -3.14956 -0.83668
H 1.85451 -1.11868 1.08618
H 2.61910 -0.97898 -1.39536
H -1.62360 4.20003 0.83584
H 2.77607 0.72863 -1.31521

Atoms 1-3, force components in eV/Å:
S -0.1 -0.3 -0.5
S 1.0 -0.7 -0.1
F 2.8 0.4 0.3

Properties
E_LUMO: -0.2 eV
Spin multiplicity: 1
Max |F|: 4.766 eV/Å
HOMO-LUMO gap: 7.7700 eV
Relative energy (zero: lowest compared OMol25 entry of this formula, charge and spin): 0.234 eV
DFT total energy: -1320.6861 hartree

Mulliken population analysis, charges in e, atoms 1 to 5:
1 S -0.1750
2 S -0.1751
3 F -0.3560
4 C -0.5158
5 C 0.3626

***

Density functional theory data (the ωB97M-V functional and the def2-TZVPD basis) for a 2-piece molecular cluster, C5H11NOS overall.

Positions of all 19 atoms, in Å:
S 0.61572 2.97270 -0.07079
O 1.33759 -2.04046 0.90583
N -0.41775 1.50053 -0.04878
C -1.48118 1.52906 0.89920
C 1.30331 0.00842 -1.29549
C -0.02736 0.32861 -0.55633
C 0.15097 -2.65449 0.24697
C 0.09871 -1.40912 0.95328
H -0.34249 -1.29122 1.89730
H 1.55293 -0.95572 -0.87564
H -0.23279 -3.61666 0.63970
H 0.12710 3.48099 -1.20098
H -2.26619 2.30173 0.60684
H 0.16962 -2.63018 -0.82554
H 1.28808 -0.09295 -2.39292
H -1.32518 1.80711 1.93125
H -0.80542 -0.34413 -0.78545
H 1.99878 0.68212 -1.01546
H -1.74444 0.42365 0.98702

Atoms 1-3, force components in eV/Å:
S -0.7 -1.8 0.3
O -0.5 -1.2 -0.5
N 1.6 3.8 0.6

Properties
E_LUMO (alpha / beta): 0.6 / 0.6 eV
Spin multiplicity: 1
Max |F|: 4.660 eV/Å
HOMO-LUMO gap (alpha / beta): 7.5068 / 7.5059 eV
Relative energy (zero: lowest compared OMol25 entry of this formula, charge and spin): 6.590 eV
DFT total energy: -725.0827 hartree

Mulliken population analysis, charges in e, atoms 1 to 5:
1 S -0.1816
2 O -0.4484
3 N -0.1010
4 C -0.8182
5 C -1.2245

***

Density functional theory data (the ωB97M-V functional and the def2-TZVPD basis) for C29H38BBeF4N4O3 as an isolated structure.

Positions of all 80 atoms, in Å:
F -0.24438 -1.30096 2.52555
F -0.35705 -0.28435 0.50888
F 0.92629 0.43977 2.10370
F 1.40505 -1.45236 0.98890
O -5.27724 -1.27593 0.32704
O 3.29108 -1.39679 -1.27643
O 0.40335 2.49074 0.09777
N 3.35181 1.34936 0.10811
N -0.94834 0.58286 -2.29554
N 0.41584 -2.14825 -2.03719
N -3.19920 2.20792 2.08243
C 4.01096 2.54657 -0.09543
C -4.82957 -2.81553 2.14143
C -3.38878 0.71531 -3.63835
C -0.04568 -3.03103 -1.10586
C -4.46462 -1.97377 0.91628
C 5.61835 -1.33218 -0.80644
C -2.50229 1.26447 2.74117
C 3.65295 0.75792 1.30205
C -0.72800 4.59593 0.12631
C 0.24419 3.56956 0.66901
C -2.23547 0.35676 -4.33770
C -3.31818 1.13112 -2.28419
C -4.42257 2.50538 2.58247
C 4.50445 -2.59084 -2.87409
C 4.38320 -1.66451 -1.68781
C 0.76885 -4.00369 -3.58599
C -0.07647 -4.38137 -1.31766
C -4.90562 1.88178 3.76412
C 5.15496 2.49967 2.03507
C -2.06270 1.09493 -1.67633
C 4.55829 1.28267 2.26057
C 0.30878 -4.84441 -2.57661
C -1.05781 0.34117 -3.60372
C 4.93395 3.18461 0.82133
C -4.18009 0.94742 4.41847
C -3.07918 -2.10769 0.33097
C -2.94839 0.55459 3.85256
C 1.15611 3.84357 1.92139
C 0.79933 -2.61992 -3.32252
B 0.42934 -0.68595 1.55544
Be 1.29734 0.29744 -1.09329
H -5.91664 -2.80235 2.22028
H 5.36680 -3.25568 -2.92344
H 0.65508 3.65573 2.87101
H 0.35513 -5.89782 -2.81025
H -4.18667 1.43195 -1.71706
H -2.09084 1.46566 -0.66234
H 5.82153 2.95699 2.75126
H -4.45621 -2.32182 3.03862
H -0.13874 0.11588 -4.12424
H -3.11836 -1.56141 -0.61145
H -2.43138 -0.34104 4.16393
H -0.20133 5.13137 -0.66363
H 3.31603 -0.17235 1.73504
H -4.39112 -3.81240 2.09555
H 5.50543 -0.36829 -0.31019
H -4.33136 0.70704 -4.16549
H -2.30567 -1.69220 0.97684
H 1.35281 4.91557 1.93593
H -0.34935 -5.10769 -0.56640
H -2.88679 -3.13428 0.01919
H 3.84642 3.03801 -1.04296
H 2.10925 3.32216 1.83339
H -1.64255 4.12238 -0.23070
H -2.21664 -0.02171 -5.34904
H 1.28205 -1.99304 -4.05764
H 5.73292 -2.11782 -0.05963
H 3.62617 -3.10849 -3.25982
H 6.46146 -1.19335 -1.48320
H -4.60211 0.34456 5.20896
H 4.77272 -2.13441 -3.82688
H 4.70842 0.67001 3.13723
H -0.44144 -2.65188 -0.17525
H -5.91962 2.07919 4.07914
H 5.50774 4.06403 0.56874
H -1.53105 1.05730 2.31669
H -4.96429 3.24150 2.00709
H 1.26332 -4.44988 -4.43618
H -0.90393 5.28660 0.95101

Atoms 1-3, force components in eV/Å:
F -1.6 -1.9 1.1
F -1.2 0.8 -3.0
F 1.6 2.2 0.8

Properties
E_LUMO: -4.8 eV
Spin multiplicity: 1
Net charge: +1
Max |F|: 3.509 eV/Å
HOMO-LUMO gap: 6.2977 eV
Relative energy (zero: lowest compared OMol25 entry of this formula, charge and spin): 0.808 eV
DFT total energy: -2011.5312 hartree

Mulliken population analysis, charges in e, atoms 1 to 5:
1 F -0.2203
2 F -0.0527
3 F -0.2669
4 F -0.2940
5 O -0.5908

***

Density functional theory data (the ωB97M-V functional and the def2-TZVPD basis) for the molecule C11H14N2.

Positions of all 27 atoms, in Å:
N 0.78609 -1.05463 -0.37910
N 2.03849 -1.76684 -0.65208
C -1.36611 0.00113 -0.04329
C 3.16602 0.45518 -0.18427
C 0.77838 1.38512 0.20990
C -3.33391 -1.26104 0.62350
C -4.17871 -0.39191 -0.12140
C -3.56478 0.70019 -0.80911
C 0.01530 0.14282 -0.05335
C -1.96246 -1.12318 0.57753
C 3.18712 -1.09352 -0.21476
C -2.20937 0.87943 -0.74473
C 2.20405 1.03902 0.81733
H -4.14254 1.29853 -1.53744
H 2.90254 0.70170 -1.17299
H 1.07987 1.89350 -0.66045
H -1.50677 -1.76951 1.32499
H -1.64778 1.73073 -1.08692
H 4.25996 0.79431 0.00948
H 4.06638 -1.24546 -0.85816
H 1.81567 0.29053 1.63222
H 2.74472 1.92323 1.20508
H 0.34604 2.16360 0.92445
H 3.47613 -1.32425 0.80261
H 0.14849 -1.87378 -0.76669
H -5.20011 -0.48236 -0.08064
H -3.90272 -2.01254 1.23828

Atoms 1-3, force components in eV/Å:
N -1.8 -2.4 -1.6
N -3.2 2.2 0.6
C -2.9 -1.9 0.0

Properties
E_LUMO (alpha / beta): 0.2 / 0.4 eV
Spin multiplicity: 1
Max |F|: 6.075 eV/Å
HOMO-LUMO gap (alpha / beta): 7.6778 / 7.2116 eV
Relative energy (zero: lowest compared OMol25 entry of this formula, charge and spin): 4.927 eV
DFT total energy: -536.8890 hartree

Mulliken population analysis, charges in e, atoms 1 to 5:
1 N 0.2100
2 N -1.0349
3 C 0.4581
4 C -0.8346
5 C -0.5897